Record 1
14
Properties=species:S:1:pos:R:3 method="wB97M-V/def2-TZVPD" homo_lumo_gap_ev=9.975 charge=+1 max_force_ha_per_bohr=0.0347 homo_ev=-13.6 e_above_lowest_kj_mol=33.0 total_energy_ha=-252.36949
Cs -3.22190 -1.35986 -2.20075
C 0.76028 -0.39282 0.96122
C 0.99591 0.83391 0.09001
C -0.21965 0.96034 -0.80342
O -0.73602 -0.34211 -0.86869
C -0.47541 -0.98706 0.40518
H 0.77588 -0.19940 2.03380
H 1.59959 -1.04296 0.71428
H 1.96367 0.62691 -0.36682
H 1.14391 1.76619 0.63502
H 0.00716 1.46595 -1.74204
H -0.94390 1.59151 -0.28846
H -0.33731 -2.06630 0.33971
H -1.31215 -0.85428 1.09100

---

Record 2
74
Properties=species:S:1:pos:R:3 method="wB97M-V/def2-TZVPD" homo_lumo_gap_ev=3.731 charge=+1 max_force_ha_per_bohr=0.0931 homo_ev=-7.4 e_above_lowest_kj_mol=36.7 total_energy_ha=-2141.22137
La 1.18912 -1.11241 0.18966
C -1.06234 -1.05985 1.40915
C -0.86365 -2.33275 0.77513
C 0.77551 -2.07652 2.39978
C -0.09464 -0.94744 2.44981
C 0.26932 -2.97296 1.39268
C -2.12041 -0.04708 1.12451
H -2.21927 0.15049 0.04710
H -1.84922 0.90461 1.59918
H -3.11399 -0.35408 1.50678
C -0.01350 0.16165 3.42898
H -0.99565 0.62290 3.58550
H 0.68903 0.94539 3.12559
H 0.33805 -0.21877 4.39363
C 2.02255 -2.20771 3.19875
H 1.78442 -1.98149 4.24828
H 2.80496 -1.48756 2.89416
H 2.45229 -3.21530 3.11982
C 1.05510 -4.06324 0.76952
H 1.60680 -4.61224 1.54296
H 1.80835 -3.72143 0.01963
H 0.36536 -4.73908 0.25512
C -1.52360 -2.76789 -0.47740
H -1.50764 -3.86134 -0.58726
H -1.04967 -2.32786 -1.38126
H -2.56705 -2.42822 -0.46699
C -1.05523 2.98370 -2.27334
C -2.03722 2.13138 -1.92533
C -2.14496 0.70647 -2.39302
C -1.90909 0.57888 -3.91944
C -0.69342 -0.07045 -4.37416
C 0.69444 0.28730 -4.03272
C 0.96217 1.62959 -3.24595
C -0.03334 2.80531 -3.35741
H -3.18347 0.38630 -2.17884
H -1.99464 1.54917 -4.39929
H -1.46808 0.00080 -1.85861
H -0.53804 2.77489 -4.35375
H -0.99874 3.95431 -1.79018
H -2.78708 2.44163 -1.20924
H 0.57497 3.73424 -3.38415
H 1.10353 1.38354 -2.18440
H 1.09468 -0.53508 -3.38264
H 1.94948 2.04847 -3.53003
H -2.76509 0.03837 -4.33215
H -0.82791 -1.12415 -4.63476
P -0.42807 1.90745 -6.19951
C -0.40322 3.58423 -6.91746
C -1.31557 0.90913 -7.43912
P 1.79849 0.01779 -5.44895
C 1.33681 1.47116 -6.42431
C 1.20893 -1.47364 -6.25605
C 3.60850 -0.06589 -5.40602
H 0.52970 4.09668 -6.65540
H -1.24285 4.16066 -6.51065
H -0.49666 3.51514 -8.00624
H -1.14288 1.34052 -8.43284
H -2.38618 0.96901 -7.19940
H -0.99197 -0.13822 -7.41205
H 4.00304 0.18560 -6.41961
H 3.91135 -1.09968 -5.17535
H 4.06141 0.61540 -4.65983
H 1.94950 2.33279 -6.12473
H 1.50695 1.26381 -7.48247
H 1.92099 -2.25582 -5.96660
H 1.24994 -1.34344 -7.34404
H 0.19531 -1.79407 -5.98132
F 3.47113 1.90539 2.69113
C 2.63714 2.74517 2.01324
F 1.53149 2.92888 2.81714
F 3.25112 3.93268 1.87012
C 2.18017 2.18186 0.62928
O 2.03288 2.94506 -0.30601
O 1.98062 0.88626 0.67788

---

Record 3
71
Properties=species:S:1:pos:R:3 method="wB97M-V/def2-TZVPD" homo_lumo_gap_ev="7.575 / 5.183" charge=+1 max_force_ha_per_bohr=0.0158 homo_ev="-10.2 / -10.4" multiplicity=5 total_energy_ha=-3972.45851
Co 0.51367 0.50890 0.13961
C -0.86425 -4.56066 -4.57755
C -0.75634 -3.66410 -3.38180
C -0.69619 -4.19976 -2.09218
C -0.62121 -3.37312 -1.00192
C -0.59035 -1.96281 -1.11971
N -0.52218 -1.19934 0.02491
C -1.25260 -1.61940 1.11504
C -2.55755 -2.12104 0.91946
C -3.34879 -2.51361 1.96815
C -2.87471 -2.44387 3.28056
C -3.74327 -2.85151 4.43031
C -1.59782 -1.93804 3.49000
C -0.78591 -1.51972 2.44699
N 0.51558 -1.05873 2.76494
C 1.23459 -1.38782 3.86656
C 2.36805 -0.61653 3.86859
C 2.26068 0.17471 2.71889
N 1.14554 -0.10087 2.06072
C -0.59862 -1.42341 -2.43185
C -0.68794 -2.28479 -3.51871
N -0.59235 -0.03419 -2.68924
C -0.99856 0.58671 -3.82943
C -0.75679 1.92488 -3.68131
C -0.19994 2.04864 -2.39990
N -0.10375 0.86809 -1.81542
H -1.49893 -5.41635 -4.35190
H 0.11862 -4.94486 -4.85956
H -1.27495 -4.03441 -5.43722
H -0.70277 -5.27453 -1.96065
H -0.55205 -3.79785 -0.00944
H -2.94487 -2.14257 -0.09032
H -4.35808 -2.85919 1.78333
H -4.35452 -3.71342 4.16581
H -4.42137 -2.03642 4.69327
H -3.15720 -3.09772 5.31392
H -1.24607 -1.84652 4.50886
H 0.92791 -2.15649 4.55340
H 3.15815 -0.62532 4.59846
H 2.93901 0.93066 2.35988
H -0.69480 -1.87629 -4.51932
H -1.44477 0.06303 -4.65464
H -0.96675 2.71359 -4.38172
H 0.12657 2.93740 -1.88502
F -4.23858 6.22841 -1.00349
C -3.43205 5.29345 -0.51714
C -2.05985 5.41230 -0.66039
F -1.54487 6.46518 -1.29569
C -1.23151 4.43403 -0.14324
F 0.09621 4.58844 -0.28610
C -1.72474 3.30959 0.51423
S -0.67879 2.12160 1.25469
C -3.11084 3.21213 0.62779
F -3.65101 2.15170 1.22968
C -3.95687 4.18535 0.12830
F -5.27598 4.06058 0.25710
N 5.04074 3.91395 0.58087
C 5.62566 2.75528 0.19528
O 6.82225 2.62774 0.05389
C 4.70822 1.57967 -0.03703
C 5.28129 0.31160 -0.03153
C 4.48163 -0.79213 -0.27393
C 3.13149 -0.59366 -0.49692
N 2.56705 0.61935 -0.48723
C 3.34877 1.68204 -0.28231
H 5.63588 4.71164 0.72940
H 4.05790 4.01585 0.75119
H 6.34387 0.22148 0.15161
H 4.89649 -1.78981 -0.29960
H 2.47306 -1.43175 -0.70211
H 2.85244 2.64468 -0.34020